94
Properties=species:S:1:pos:R:3:forces:R:3 method="wB97M-V/def2-TZVPD" relative_energy_ev=0.0280 homo_lumo_gap_ev=9.56 charge=0 energy_ha=-2049.64106 homo_ev=-8.87
C -1.308 4.055 -3.609 0.2 -0.2 0.2
H -0.841 5.004 -3.356 0.0 0.1 0.0
H -0.919 3.729 -4.571 0.0 0.0 -0.2
H -2.380 4.217 -3.709 -0.2 0.0 0.0
C -1.026 3.015 -2.526 -0.3 0.1 -0.1
C -1.582 3.477 -1.181 0.3 -0.1 -0.2
H -1.170 2.881 -0.370 0.0 0.0 0.2
H -1.314 4.516 -1.002 0.0 0.1 0.1
H -2.667 3.399 -1.166 -0.2 0.0 0.0
C -1.625 1.669 -2.953 0.3 0.1 0.3
H -2.701 1.777 -3.099 0.0 0.0 -0.1
H -1.182 1.365 -3.905 0.0 0.0 -0.1
C -1.395 0.556 -1.930 -0.2 -0.2 0.1
N 0.003 0.370 -1.657 -0.1 0.2 -0.2
C 0.427 -0.167 -0.506 -0.1 0.1 -0.2
O -0.335 -0.426 0.424 -0.2 -0.1 0.1
C 1.876 -0.411 -0.492 0.8 -0.4 0.4
C 2.707 -0.944 0.482 -0.3 0.1 -0.4
N 3.955 -0.945 -0.073 -0.1 0.0 0.2
C 3.850 -0.437 -1.316 0.1 0.0 -0.1
N 2.620 -0.108 -1.598 -0.2 0.1 -0.3
H 4.679 -0.318 -1.984 0.2 0.0 -0.1
H 4.764 -1.297 0.418 0.0 0.0 0.0
C 2.543 -1.508 1.837 -0.3 0.1 0.2
O 3.507 -1.977 2.430 0.2 -0.1 0.0
N 1.300 -1.417 2.320 0.1 0.2 0.1
C 0.859 -2.081 3.515 -0.1 -0.1 0.2
C 0.086 -1.133 4.439 0.2 -0.1 0.2
C 0.975 -0.203 5.264 0.0 0.1 -0.3
H 0.327 0.412 5.894 0.0 0.0 0.1
C 1.890 0.713 4.451 -0.2 0.1 0.0
H 2.597 0.117 3.875 0.1 0.1 0.0
H 2.470 1.320 5.153 0.1 0.0 0.0
C 1.129 1.653 3.516 0.0 -0.1 0.1
N 2.028 2.589 2.882 0.2 0.1 0.3
C 2.077 2.814 1.552 0.1 0.2 0.4
O 1.359 2.287 0.735 -0.2 -0.1 -0.3
O 3.042 3.724 1.301 0.1 0.1 0.1
C 3.255 4.226 -0.038 0.1 0.2 -0.6
C 3.675 3.096 -0.976 -0.2 0.1 0.3
H 3.920 3.501 -1.954 0.1 0.1 -0.1
H 2.870 2.375 -1.083 0.0 0.0 -0.1
H 4.550 2.586 -0.577 0.1 -0.1 0.0
C 4.392 5.238 0.121 -0.3 -0.3 0.1
H 4.099 6.021 0.815 0.0 0.1 0.1
H 4.628 5.685 -0.840 0.0 0.0 -0.1
H 5.278 4.745 0.512 0.1 0.0 0.0
C 1.992 4.917 -0.550 0.1 -0.2 0.2
H 2.177 5.344 -1.531 0.0 0.1 -0.1
H 1.183 4.196 -0.622 -0.1 0.0 -0.1
H 1.697 5.711 0.133 0.0 0.1 0.0
H 2.681 3.095 3.460 0.0 0.0 -0.1
H 0.637 1.107 2.711 -0.1 0.1 0.1
H 0.370 2.203 4.088 0.0 -0.1 -0.1
H 1.599 -0.809 5.924 0.0 0.0 0.1
H -0.502 -1.749 5.121 0.0 0.1 -0.1
H -0.606 -0.552 3.828 -0.1 0.0 0.0
H 1.740 -2.486 4.028 -0.2 0.0 -0.1
C -0.056 -3.261 3.137 0.2 0.3 0.5
O -0.757 -3.831 3.935 0.0 -0.1 0.0
O 0.045 -3.516 1.847 0.0 -0.1 -0.4
C -0.811 -4.472 1.172 -0.4 -0.5 -0.3
C -2.266 -4.029 1.314 0.3 0.0 0.2
H -2.906 -4.665 0.709 -0.1 -0.1 -0.1
H -2.364 -2.999 0.977 -0.1 0.1 -0.1
H -2.583 -4.093 2.352 -0.1 0.0 0.0
C -0.593 -5.873 1.738 0.0 0.3 0.1
H -0.893 -5.910 2.781 0.0 -0.1 0.0
H 0.458 -6.145 1.665 0.1 -0.1 0.0
H -1.183 -6.591 1.174 0.0 -0.1 -0.1
C -0.366 -4.395 -0.288 0.0 0.2 0.4
H -0.933 -5.102 -0.888 -0.1 -0.1 -0.1
H -0.521 -3.393 -0.680 0.0 0.1 -0.1
H 0.691 -4.633 -0.367 0.1 -0.1 0.0
H 0.566 -1.065 1.688 0.2 0.0 0.0
H 0.682 0.449 -2.400 0.0 0.0 0.0
C -2.002 -0.768 -2.417 0.6 0.2 0.3
O -1.345 -1.753 -2.630 -0.1 -0.1 -0.1
O -3.313 -0.648 -2.550 -0.4 0.2 0.0
C -4.135 -1.763 -2.993 -0.3 -0.5 -0.2
C -4.026 -2.919 -2.001 0.2 0.3 -0.1
H -3.014 -3.314 -1.991 0.0 -0.1 0.0
H -4.281 -2.578 -1.001 -0.1 0.0 0.1
H -4.711 -3.712 -2.289 -0.1 -0.1 0.0
C -3.716 -2.196 -4.397 0.1 0.1 0.2
H -4.395 -2.963 -4.760 -0.1 -0.1 0.0
H -2.706 -2.597 -4.384 0.0 0.0 0.0
H -3.749 -1.346 -5.076 0.0 0.1 -0.1
C -5.554 -1.194 -3.005 0.5 0.0 0.1
H -5.824 -0.848 -2.011 -0.1 0.0 0.1
H -5.614 -0.354 -3.692 0.0 0.1 -0.1
H -6.258 -1.958 -3.318 -0.1 -0.1 0.0
H -1.885 0.798 -0.980 0.0 0.0 -0.2
H 0.058 2.898 -2.429 0.0 0.0 0.0